#1
ORCA calculation (ωB97M-V with the def2-TZVPD basis set) on the molecule C10H13N.

Element x y z (Å)
C1 -1.4222 0.7378 -0.4369
C2 -2.2659 -0.1641 0.3819
C3 -1.5816 -1.6002 0.6227
C4 -0.5714 -1.8971 -0.5079
C5 0.5242 -0.8910 -0.3080
C6 1.8352 -1.2136 -0.0179
C7 2.7447 -0.2319 0.2360
C8 2.3222 0.9982 0.1974
C9 0.9858 1.3955 0.0257
C10 0.0850 0.4483 -0.2610
H1 -1.1257 2.2006 0.9183
H2 -0.7501 2.8501 -0.3378
H3 -1.8891 0.5557 -1.4932
H4 -2.7190 0.3734 1.4107
H5 -3.2406 -0.2922 -0.1486
H6 -1.2023 -1.7073 1.5766
H7 -2.3387 -2.4891 0.5133
H8 -0.2524 -2.9849 -0.5135
H9 -0.8514 -1.6771 -1.5372
H10 2.2398 -2.2909 0.0084
H11 3.7821 -0.2771 0.1825
H12 2.9637 1.9264 0.3961
H13 0.7036 2.4134 0.1383
N1 -1.6081 2.2725 -0.1008

Lowest unoccupied orbital energy: 0.954 eV
HOMO-LUMO gap: 10.03 eV
HOMO energy: -9.0717 eV



#2
ORCA calculation (ωB97M-V with the def2-TZVPD basis set) on C10H13N as an isolated structure.

Element x y z (Å)
C1 2.3122 -0.4095 1.2566
C2 2.0571 -0.3156 -0.2044
C3 0.7781 -1.1904 -0.5956
C4 -0.4299 -0.6131 -0.2771
C5 -1.6542 -1.3177 -0.2606
C6 -2.8136 -0.7380 0.0329
C7 -2.9636 0.5560 0.2183
C8 -1.8908 1.4132 0.0838
C9 -0.5603 0.7935 -0.1645
C10 0.6214 1.6432 -0.2975
H1 2.2098 -1.3755 1.4645
H2 3.0534 0.1081 1.3413
H3 1.4313 0.1983 1.6021
H4 2.6806 -0.7523 -0.7438
H5 0.8429 -2.4725 -0.1768
H6 0.4816 -1.5461 -1.7144
H7 -1.6098 -2.6188 -0.1473
H8 -3.4667 -1.3832 -0.0531
H9 -3.8114 0.9041 0.6160
H10 -2.0725 2.6879 0.5904
H11 0.8385 1.9867 0.9267
H12 0.3530 2.6300 -0.9591
H13 1.7578 0.8109 -1.8091
N1 1.8549 1.0006 -0.7291

Lowest unoccupied orbital energy: 0.904 eV
HOMO-LUMO gap: 9.44 eV
HOMO energy: -8.5314 eV



The structure with the least stability is #2.